Record 1
{"formula": "C19H23ClIN4O3Y", "method": "the ωB97M-V functional and the def2-TZVPD basis", "symbols": ["C", "I", "H", "H", "H", "C", "C", "N", "C", "N", "H", "H", "C", "C", "N", "H", "N", "H", "Y", "C", "O", "C", "C", "H", "H", "H", "C", "H", "H", "H", "C", "H", "H", "H", "C", "H", "H", "H", "Cl", "C", "C", "C", "C", "C", "C", "C", "O", "O", "H", "H", "H", "H"], "coordinates": [[-1.439, 2.011, -4.955], [0.474, 2.166, -4.361], [-1.720, 1.015, -3.959], [-1.211, 1.141, -5.541], [-2.281, 2.669, -4.881], [-0.075, 3.050, 0.567], [-1.180, 3.733, 0.200], [-1.750, 3.047, -0.859], [-1.160, 1.819, -1.026], [0.024, 1.919, -0.274], [0.614, 3.220, 1.421], [-1.630, 4.655, 0.646], [2.213, -3.474, -2.727], [0.958, -2.186, -1.353], [2.212, -2.415, -1.848], [0.550, -4.793, -3.312], [0.211, -3.206, -1.900], [3.100, -3.784, -3.261], [-0.225, -0.606, -0.119], [-1.274, 0.907, -2.048], [-1.209, -0.427, -2.128], [0.972, -3.967, -2.756], [-1.190, -3.468, -1.617], [-1.439, -4.470, -2.001], [-1.845, -2.728, -2.110], [-1.400, -3.442, -0.530], [3.370, -1.612, -1.534], [4.278, -2.187, -1.766], [3.388, -1.335, -0.469], [3.390, -0.684, -2.130], [1.357, 1.500, -0.745], [1.921, 2.365, -1.197], [1.212, 0.731, -1.545], [1.921, 1.126, 0.147], [-2.738, 3.590, -1.742], [-2.261, 4.153, -2.550], [-3.408, 4.219, -1.161], [-3.248, 2.744, -2.170], [0.129, -0.588, 8.443], [0.099, -0.537, 6.725], [0.761, -1.511, 5.970], [0.722, -1.483, 4.572], [0.004, -0.492, 3.907], [-0.668, 0.476, 4.649], [-0.600, 0.467, 6.047], [-0.041, -0.445, 2.433], [0.979, -0.831, 1.714], [-1.126, -0.033, 1.841], [1.312, -2.278, 6.497], [1.262, -2.234, 4.003], [-1.227, 1.261, 4.148], [-1.086, 1.228, 6.643]], "mulliken_charge": [-1.161, -0.107, 0.161, 0.459, 0.440, -1.084, -0.208, 0.414, 0.398, 0.350, 0.412, 0.315, -0.785, -0.051, 1.330, 0.560, 0.411, 0.841, -0.572, -0.840, -0.469, -1.362, -1.028, 0.480, 0.309, 0.145, -1.871, 1.070, -0.005, 0.144, -0.963, 0.437, 0.326, 0.310, -1.065, 0.248, 0.334, 0.344, -0.318, 0.143, -0.398, -0.529, 0.219, -0.554, -0.444, 1.337, -0.779, -0.828, 0.361, 0.379, 0.389, 0.355], "lumo_ev": [4.23, 4.29], "de_lowest_kcal_mol": 27.5, "homo_lumo_gap_ev": [1.8704, 3.4180], "total_charge": -2, "energy_ha": -1978.48096}

---

Record 2
{"formula": "C36H40MgN11O9", "method": "the ωB97M-V functional and the def2-TZVPD basis", "symbols": ["Mg", "N", "O", "O", "O", "N", "O", "O", "O", "N", "O", "O", "O", "N", "C", "C", "C", "C", "H", "H", "H", "H", "H", "N", "C", "C", "C", "C", "H", "H", "H", "H", "H", "N", "C", "C", "C", "C", "H", "H", "H", "H", "H", "N", "C", "C", "C", "C", "H", "H", "H", "H", "H", "N", "C", "C", "C", "C", "C", "H", "H", "H", "H", "H", "N", "C", "C", "C", "C", "C", "H", "H", "H", "H", "H", "N", "C", "C", "C", "C", "C", "H", "H", "H", "H", "H", "N", "C", "C", "C", "C", "C", "H", "H", "H", "H", "H"], "coordinates": [[1.919, -2.176, -1.452], [-0.080, -0.601, 0.336], [-1.132, -1.192, 0.314], [0.867, -1.308, 0.090], [-0.006, 0.620, 0.630], [4.659, -0.880, -0.305], [3.725, -1.639, -0.480], [5.127, -0.707, 0.801], [5.161, -0.244, -1.243], [2.194, 1.052, -2.608], [1.864, -0.036, -2.202], [3.379, 1.302, -2.880], [1.372, 1.948, -2.759], [-1.746, 1.999, 2.571], [-1.018, 2.845, 3.386], [-1.770, 3.494, 4.277], [-3.084, 3.111, 4.007], [-3.089, 2.125, 2.976], [-1.359, 1.475, 1.799], [0.012, 3.090, 3.173], [-1.485, 4.257, 4.986], [-4.013, 3.498, 4.400], [-3.895, 1.608, 2.477], [4.300, 1.937, 1.338], [3.132, 2.568, 1.217], [3.236, 3.904, 1.571], [4.539, 4.094, 1.954], [5.197, 2.862, 1.830], [4.488, 0.959, 1.167], [2.256, 2.019, 0.905], [2.490, 4.682, 1.503], [4.918, 5.057, 2.261], [6.177, 2.576, 2.181], [-5.369, -1.986, 1.358], [-4.433, -0.970, 1.243], [-4.977, -0.056, 0.324], [-6.083, -0.684, -0.284], [-6.370, -1.778, 0.453], [-5.286, -2.698, 2.070], [-3.449, -0.968, 1.688], [-4.426, 0.809, -0.013], [-6.549, -0.320, -1.187], [-7.192, -2.475, 0.388], [3.446, -1.535, 3.582], [2.255, -1.100, 3.033], [1.239, -1.778, 3.654], [1.806, -2.656, 4.555], [3.184, -2.502, 4.492], [4.359, -1.184, 3.329], [2.271, -0.296, 2.312], [0.186, -1.644, 3.456], [1.291, -3.316, 5.237], [4.020, -2.983, 4.977], [-0.235, 4.310, -2.257], [-0.064, 5.718, -2.348], [-0.200, 6.641, -1.267], [-0.503, 6.149, -0.025], [-0.655, 4.772, 0.131], [-0.492, 3.923, -0.967], [0.180, 6.073, -3.338], [0.044, 7.684, -1.408], [-0.608, 6.758, 0.861], [-0.829, 4.320, 1.096], [-0.410, 2.856, -0.822], [2.259, -4.047, -0.651], [2.474, -5.198, -1.399], [2.863, -6.414, -0.862], [3.054, -6.567, 0.552], [2.828, -5.457, 1.338], [2.434, -4.257, 0.707], [2.476, -5.145, -2.478], [3.049, -7.327, -1.407], [3.229, -7.508, 1.052], [2.669, -5.558, 2.401], [2.161, -3.445, 1.365], [0.204, -2.567, -2.276], [-0.929, -3.198, -1.725], [-2.143, -3.489, -2.350], [-2.231, -3.040, -3.686], [-1.187, -2.390, -4.330], [-0.018, -2.245, -3.615], [-0.819, -3.491, -0.691], [-2.965, -3.990, -1.861], [-3.178, -3.222, -4.172], [-1.238, -1.964, -5.321], [0.764, -1.744, -4.165], [-1.419, 1.877, -3.724], [-1.634, 1.081, -2.612], [-2.700, 0.217, -2.408], [-3.779, 0.139, -3.370], [-3.514, 0.825, -4.572], [-2.388, 1.709, -4.708], [-0.877, 0.981, -1.848], [-2.799, -0.332, -1.483], [-4.604, -0.529, -3.170], [-4.210, 0.740, -5.394], [-2.319, 2.166, -5.684]], "mulliken_charge": [1.664, 0.446, -0.555, -0.112, -0.113, 0.836, -0.646, -0.768, -0.572, 0.361, -0.386, -0.664, -0.479, 0.457, -0.538, -0.736, -0.463, -0.406, 0.330, 0.462, 0.423, 0.363, 0.221, 0.481, -0.713, -0.706, -0.629, -0.674, 0.106, 0.863, 0.465, 0.376, 0.383, -0.037, -0.578, -0.352, -0.594, -0.825, 0.222, 0.635, 0.664, 0.454, 0.409, 0.197, -0.989, -0.056, -0.940, -0.529, 0.218, 0.592, 0.595, 0.406, 0.425, -0.125, -0.411, -0.447, -0.367, -0.518, 0.300, 0.372, 0.348, 0.422, 0.360, 0.073, 0.207, -0.290, -0.741, -0.189, -0.743, -0.047, 0.413, 0.383, 0.389, 0.401, 0.254, 0.288, 0.035, -0.892, -0.185, -0.733, -0.233, 0.285, 0.447, 0.343, 0.449, 0.284, -0.124, -0.270, -0.669, -0.848, -0.510, -0.548, 0.665, 0.844, 0.605, 0.384, 0.340], "lumo_ev": 1.25, "de_lowest_kcal_mol": 25.3, "homo_lumo_gap_ev": 5.9223, "total_charge": -1, "energy_ha": -2875.09255}

---

Record 3
{"formula": "C20H46InP4S", "method": "the ωB97M-V functional and the def2-TZVPD basis", "symbols": ["In", "P", "P", "P", "H", "C", "C", "H", "C", "C", "C", "C", "C", "C", "C", "C", "C", "H", "H", "H", "H", "H", "H", "H", "H", "H", "H", "H", "H", "H", "H", "H", "H", "H", "H", "H", "H", "H", "H", "H", "H", "H", "H", "H", "H", "H", "C", "C", "C", "C", "C", "C", "S", "H", "H", "H", "H", "H", "H", "C", "P", "C", "C", "H", "H", "H", "H", "H", "H", "H", "H", "H"], "coordinates": [[-0.199, -0.011, 1.053], [-1.910, 2.041, 1.154], [-2.240, -1.542, 2.190], [1.501, 1.243, -0.466], [-1.293, -2.265, -0.634], [-0.268, -1.883, -0.676], [0.689, -2.308, 0.224], [0.448, -3.038, 1.002], [-2.966, 2.039, -0.333], [-3.096, 2.185, 2.530], [-1.108, 3.677, 1.142], [-1.931, -3.341, 2.189], [-2.818, -1.254, 3.898], [-3.754, -1.417, 1.172], [2.774, 0.117, -1.107], [2.387, 2.605, 0.337], [0.593, 1.900, -1.901], [0.021, -1.363, -1.599], [1.753, -2.106, 0.054], [-3.633, 2.915, -0.332], [-3.571, 1.123, -0.359], [-2.341, 2.061, -1.236], [-3.691, 3.102, 2.405], [-2.551, 2.243, 3.481], [-3.774, 1.324, 2.565], [-1.874, 4.466, 1.199], [-0.507, 3.821, 0.236], [-0.446, 3.763, 2.015], [-2.826, -3.861, 2.558], [-1.084, -3.569, 2.849], [-1.693, -3.694, 1.179], [-3.799, -1.725, 4.055], [-2.913, -0.178, 4.100], [-2.093, -1.682, 4.604], [-4.480, -2.189, 1.468], [-3.493, -1.567, 0.115], [-4.212, -0.426, 1.282], [3.435, 0.671, -1.788], [2.318, -0.722, -1.647], [3.360, -0.282, -0.268], [3.017, 3.127, -0.398], [3.020, 2.201, 1.141], [1.675, 3.319, 0.772], [1.293, 2.305, -2.647], [-0.104, 2.690, -1.584], [0.016, 1.089, -2.369], [1.996, -0.800, -5.956], [1.271, -0.512, -7.130], [1.112, -1.505, -8.103], [1.684, -2.774, -7.918], [2.428, -3.047, -6.763], [2.594, -2.064, -5.786], [2.175, 0.383, -4.692], [1.401, 1.364, -5.215], [0.843, 0.480, -7.254], [0.540, -1.288, -9.009], [1.553, -3.553, -8.677], [2.889, -4.028, -6.606], [3.174, -2.242, -4.879], [2.824, 1.092, 3.866], [1.225, 0.396, 3.332], [1.354, -1.311, 3.981], [0.095, 1.149, 4.563], [3.630, 0.587, 3.320], [2.990, 0.962, 4.952], [2.852, 2.162, 3.628], [1.757, -1.294, 5.007], [0.359, -1.782, 3.965], [2.025, -1.897, 3.334], [0.582, 1.170, 5.551], [-0.149, 2.179, 4.262], [-0.840, 0.569, 4.602]], "mulliken_charge": [0.856, 0.554, 0.653, 0.758, 0.326, -0.603, -0.400, 0.286, -1.181, -1.135, -1.140, -1.368, -1.301, -1.140, -1.314, -1.093, -1.172, 0.376, 0.300, 0.469, 0.309, 0.304, 0.526, 0.328, 0.320, 0.546, 0.329, 0.295, 0.466, 0.362, 0.414, 0.495, 0.291, 0.441, 0.512, 0.313, 0.313, 0.516, 0.263, 0.357, 0.526, 0.289, 0.235, 0.451, 0.235, 0.352, 0.962, -0.511, -0.513, -0.505, -0.459, -0.546, -0.226, 0.144, 0.260, 0.366, 0.373, 0.361, 0.321, -1.270, 0.679, -1.174, -1.149, 0.415, 0.491, 0.414, 0.479, 0.171, 0.369, 0.536, 0.317, 0.172], "lumo_ev": -9.96, "de_lowest_kcal_mol": 0.0, "homo_lumo_gap_ev": 4.0268, "total_charge": 3, "energy_ha": -2742.44388}

---

Record 4
{"formula": "C33H30Br2F2I2N2O6S2", "method": "the ωB97M-V functional and the def2-TZVPD basis", "symbols": ["C", "C", "Br", "C", "Br", "C", "C", "C", "C", "F", "C", "O", "C", "C", "C", "C", "F", "C", "C", "C", "I", "C", "C", "I", "C", "C", "C", "C", "S", "C", "S", "N", "C", "C", "N", "C", "C", "C", "O", "H", "H", "H", "H", "H", "H", "H", "H", "H", "H", "H", "H", "H", "H", "H", "H", "H", "H", "H", "H", "H", "H", "H", "H", "H", "H", "C", "C", "C", "O", "C", "C", "C", "O", "O", "O", "H", "H", "H", "H"], "coordinates": [[-2.714, 1.924, 3.136], [-2.976, 0.541, 2.658], [-4.221, -0.505, 3.612], [-2.360, 0.057, 1.595], [-2.784, -1.695, 1.034], [-1.421, 0.980, 0.919], [-1.737, 1.713, -0.133], [-3.031, 1.654, -0.887], [-4.283, 1.923, -0.086], [-3.121, 0.387, -1.428], [-0.767, 2.718, -0.628], [-1.220, 3.632, -1.282], [0.669, 2.638, -0.259], [1.604, 3.337, -0.950], [1.238, 4.182, -2.135], [2.331, 5.084, -2.641], [0.953, 3.289, -3.168], [2.871, 3.261, -0.539], [3.277, 2.495, 0.492], [4.730, 2.495, 0.835], [5.967, 2.395, -0.946], [5.111, 3.711, 1.713], [6.556, 4.173, 1.606], [4.701, 3.364, 3.795], [2.345, 1.758, 1.133], [2.733, 0.809, 2.218], [2.814, -0.609, 1.587], [3.079, -0.486, 0.098], [3.667, -2.008, -0.698], [2.275, -2.837, -1.309], [2.016, -4.368, -0.876], [1.480, -2.176, -2.219], [1.761, -1.063, -2.999], [0.697, -0.861, -3.704], [-0.272, -1.805, -3.439], [0.244, -2.556, -2.553], [1.019, 1.842, 0.777], [-0.060, 1.129, 1.526], [0.081, 0.728, 2.659], [-2.811, 2.618, 2.319], [-3.380, 2.223, 3.922], [-1.703, 1.982, 3.504], [-3.033, 2.325, -1.726], [-4.166, 2.766, 0.574], [-4.621, 1.029, 0.408], [-5.051, 2.197, -0.792], [0.355, 4.768, -1.972], [2.069, 5.555, -3.570], [2.584, 5.789, -1.864], [3.197, 4.475, -2.847], [3.624, 3.831, -1.039], [5.021, 1.621, 1.380], [4.489, 4.537, 1.414], [7.268, 3.367, 1.591], [6.777, 4.742, 2.494], [6.692, 4.861, 0.791], [2.070, 0.880, 3.052], [3.706, 0.982, 2.619], [1.966, -1.214, 1.870], [3.682, -1.081, 2.022], [3.866, 0.226, -0.079], [2.204, -0.172, -0.447], [2.681, -0.533, -2.973], [0.530, -0.079, -4.408], [-0.328, -3.362, -2.188], [-4.151, -6.050, -1.000], [-3.920, -6.165, 0.314], [-4.818, -6.963, 1.215], [-4.530, -7.034, 2.394], [-5.984, -7.603, 0.632], [-6.220, -7.488, -0.682], [-5.305, -6.710, -1.587], [-5.576, -6.666, -2.771], [-7.265, -8.045, -1.274], [-2.884, -5.587, 0.916], [-3.508, -5.475, -1.655], [-6.632, -8.161, 1.291], [-7.193, -7.808, -2.218], [-2.953, -5.829, 1.859]], "mulliken_charge": [-1.138, 0.224, -0.157, -0.800, -0.025, 0.703, 0.878, -0.188, -1.340, -0.346, 0.146, -0.670, 0.367, 0.368, 0.470, -1.813, -0.351, -0.310, 0.606, -2.153, 0.156, -0.017, -1.689, 0.098, 0.138, -1.211, -0.969, 0.933, -0.183, 0.460, -0.243, 0.118, -0.297, -0.620, -0.587, -0.251, -0.070, 0.748, -0.683, 0.205, 0.479, 0.197, 0.592, 0.304, 0.301, 0.456, 0.403, 0.414, 0.363, 0.439, 0.541, 0.978, 0.428, 0.444, 0.518, 0.409, 0.617, 0.177, 0.242, 0.544, -0.771, -0.130, 0.559, 0.495, 0.497, -1.029, 0.300, 0.986, -0.635, -1.001, 0.349, 1.074, -0.617, -0.561, -0.519, 0.511, 0.418, 0.364, 0.361], "lumo_ev": -1.63, "homo_lumo_gap_ev": 7.0270, "total_charge": 0, "energy_ha": -8575.88935}